{
  "formula": "C26H34N6O3",
  "method": "ωB97M-V with the def2-TZVPD basis set",
  "e_homo_ev": -8.27,
  "de_lowest_kcal_mol": 46.5,
  "homo_lumo_gap_ev": 8.3,
  "energy_ev": -42596.3312,
  "lumo_energy_ev": 0.068,
  "smiles": "CCC[C@H](c1nnnn1C(C)(C)CC)N(Cc1ccco1)Cc1cc2ccc(OC)cc2[nH]c1=O",
  "elements": ["C", "H", "H", "C", "C", "H", "H", "C", "C", "N", "N", "N", "N", "C", "C", "H", "H", "H", "C", "H", "H", "H", "C", "C", "H", "H", "H", "H", "H", "N", "C", "C", "C", "C", "C", "C", "C", "C", "C", "N", "C", "O", "H", "H", "O", "C", "H", "H", "H", "H", "H", "H", "H", "H", "C", "C", "C", "C", "C", "O", "H", "H", "H", "H", "H", "H", "H", "H", "H"],
  "xyz": [[4.338871, 0.290583, -3.412026], [4.365916, 0.845861, -4.346702], [5.253567, 0.497414, -2.861178], [3.122636, 0.689126, -2.586528], [3.069764, -0.080948, -1.270064], [3.976576, 0.109730, -0.698847], [3.013515, -1.148550, -1.488930], [1.843441, 0.327655, -0.434936], [2.116808, 1.636741, 0.230221], [3.330554, 2.089581, 0.465948], [3.197870, 3.263825, 1.059646], [1.977162, 3.561479, 1.205544], [1.240909, 2.568957, 0.698654], [-0.210170, 2.615636, 0.797393], [-0.642400, 1.548032, 1.807718], [-0.279243, 1.805227, 2.800663], [-0.233184, 0.580469, 1.525771], [-1.727062, 1.482158, 1.838002], [-0.598561, 4.002203, 1.313677], [-0.255011, 4.779063, 0.637467], [-1.679703, 4.062598, 1.407426], [-0.147536, 4.184892, 2.284681], [-0.870408, 2.350012, -0.567714], [-0.273380, 3.147787, -1.722022], [-0.389097, 4.217056, -1.564614], [0.785251, 2.930348, -1.844324], [-0.776000, 2.883234, -2.649084], [-1.930426, 2.593491, -0.469247], [-0.807510, 1.285896, -0.793828], [1.402045, -0.640742, 0.569791], [0.732849, -1.806587, -0.007030], [-0.723222, -1.507758, -0.252989], [-1.642756, -1.567414, 0.736900], [-3.014928, -1.249122, 0.520832], [-3.984668, -1.285024, 1.526402], [-5.297623, -0.971030, 1.265755], [-5.686862, -0.605811, -0.030241], [-4.738000, -0.560391, -1.044600], [-3.412000, -0.878963, -0.780667], [-2.462136, -0.842992, -1.762543], [-1.119107, -1.122931, -1.604885], [-0.368294, -1.029767, -2.561277], [-2.747013, -0.585222, -2.700398], [-5.052070, -0.277679, -2.037047], [-6.951434, -0.280747, -0.392694], [-7.972681, -0.322225, 0.576978], [-8.883890, -0.037145, 0.053971], [-7.785627, 0.387393, 1.388796], [-8.093352, -1.328213, 0.990295], [-6.018786, -1.010682, 2.065693], [-3.688539, -1.565943, 2.525996], [-1.341670, -1.859262, 1.733589], [0.811251, -2.629542, 0.704331], [1.189474, -2.119066, -0.953770], [2.371809, -0.959376, 1.609056], [3.480991, -1.896348, 1.240513], [4.824251, -1.690732, 1.122711], [5.389988, -2.940468, 0.770733], [4.351439, -3.813808, 0.704714], [3.192430, -3.195268, 0.992475], [4.302287, -4.859194, 0.472760], [6.424035, -3.153211, 0.593388], [5.342140, -0.764914, 1.267700], [1.807052, -1.389791, 2.445516], [2.823951, -0.024145, 1.943803], [1.003333, 0.444333, -1.124297], [3.168309, 1.760130, -2.375074], [2.211372, 0.490187, -3.156132], [4.309384, -0.771877, -3.643990]],
  "forces_ev_per_angstrom": [[-0.205, 0.144, 0.050], [0.083, 0.008, -0.114], [0.143, 0.000, 0.019], [0.153, -0.160, 0.094], [-0.257, 0.233, -0.196], [-0.018, -0.117, -0.066], [0.015, -0.062, 0.046], [0.065, -0.293, -0.131], [-0.274, 0.554, 0.154], [0.076, -0.830, -0.457], [0.709, 0.559, 0.326], [-0.723, 0.683, 0.331], [1.180, -0.579, -0.380], [-0.955, -0.010, 0.304], [0.027, 0.108, -0.087], [0.031, 0.052, 0.119], [-0.025, 0.019, 0.016], [-0.170, 0.031, 0.005], [0.070, -0.087, -0.053], [-0.010, 0.127, -0.015], [-0.122, -0.094, -0.033], [-0.034, 0.059, 0.035], [0.300, 0.093, -0.085], [-0.140, -0.141, 0.128], [0.030, 0.116, -0.030], [0.110, 0.015, -0.065], [-0.018, 0.019, -0.113], [-0.016, -0.086, 0.097], [-0.079, -0.024, 0.030], [0.087, -0.150, 0.023], [-0.156, 0.135, -0.045], [0.001, -0.222, 0.283], [0.330, -0.018, -0.491], [-0.349, 0.113, -0.155], [0.131, 0.045, -0.296], [-0.365, 0.049, 0.104], [0.323, -0.028, -0.128], [-0.195, 0.016, 0.077], [-0.274, -0.072, 0.653], [-0.030, 0.066, -0.404], [-0.350, -0.002, 0.033], [0.291, 0.033, -0.166], [0.161, -0.047, 0.122], [-0.049, 0.042, -0.149], [0.328, -0.014, -0.203], [-0.201, -0.008, 0.204], [0.047, -0.027, 0.082], [0.002, -0.040, -0.034], [0.017, 0.047, -0.013], [-0.082, 0.004, 0.056], [0.028, -0.033, 0.116], [0.100, -0.035, 0.139], [-0.002, 0.028, -0.093], [0.023, -0.104, 0.150], [-0.097, -0.307, -0.059], [0.698, 0.775, 0.235], [-0.670, -0.055, 0.171], [-0.282, -0.455, -0.070], [0.828, -0.052, -0.142], [-0.479, -0.024, 0.056], [-0.098, -0.135, -0.016], [0.199, -0.129, -0.055], [0.033, 0.274, 0.025], [0.111, 0.082, 0.017], [0.027, -0.121, 0.095], [0.068, 0.031, 0.001], [-0.075, 0.061, -0.020], [-0.072, 0.062, 0.014], [0.047, -0.123, -0.049]],
  "mulliken_charge": [-1.5301, 0.4231, 0.3332, -0.2345, -1.2449, 0.4473, 0.4846, 2.5150, -2.0299, 0.0310, -1.1988, -0.3916, 1.2663, 1.4973, -1.2608, 0.4500, -0.1263, 0.3555, -1.9998, 0.4548, 0.4043, 0.4585, -0.1665, -1.5393, 0.4171, 0.1915, 0.4449, 0.7864, -0.3780, 0.5881, -1.2026, 0.1414, 0.3437, 0.3125, -1.1626, -0.5416, 0.6095, -0.5424, 0.0842, 0.1006, -0.1966, -0.7158, 0.2533, 0.4437, -0.4463, -0.8755, 0.2412, 0.3465, 0.3529, 0.4295, 0.4414, 0.4876, 0.9309, 0.2857, -1.0701, 0.4530, -0.4918, -0.4849, -0.6777, -0.2993, 0.4755, 0.4409, 0.6014, 0.4177, 0.4305, -0.2476, 0.2443, 0.2951, 0.3432]
}